(1)
DFT (ωB97M-V/def2-TZVPD) results for a 2-piece molecular cluster, C9H18OSi overall at a distorted geometry.

The SMILES is C[Si](C)(C)O.CC1=CC=CC1. The value obtained for the LUMO energy is 0.855 eV. As for the energy above the lowest of the compared OMol25 structures with the same formula, charge and spin: 25.2 kJ/mol.

Geometry as XYZ:
```
29
C9H18OSi ωB97M-V/def2-TZVPD
C 1.4938 2.3280 0.5521
C 0.3448 2.5699 -0.1659
C 1.1677 1.7631 1.9141
C -0.7240 1.8507 0.5930
C -0.2778 1.4606 1.7845
C -1.1228 0.9615 2.9003
C -1.3720 -2.0944 -0.2519
C 0.8956 -3.0057 -2.1775
C -0.1823 -0.0335 -2.5087
O 1.3389 -1.0001 -0.3461
Si 0.1306 -1.4745 -1.3748
H 2.4954 2.5599 0.2964
H 0.3382 2.9438 -1.1211
H 1.7594 0.9083 2.4520
H 1.1560 2.6524 2.5211
H -1.7565 1.7044 0.0685
H 1.4205 -0.3396 0.2564
H -0.7949 1.2610 3.8588
H -1.1502 -0.1628 2.8325
H -2.1384 1.3874 2.9590
H -2.1993 -2.6516 -0.7601
H -1.0257 -2.8277 0.4586
H -1.8667 -1.3001 0.3419
H 1.2676 -2.8893 -3.1928
H 1.7885 -3.3842 -1.7066
H 0.1062 -3.7423 -2.1615
H 0.5062 0.3784 -3.1572
H -1.0097 -0.5221 -3.0384
H -0.5892 0.6987 -1.8268
```


(2)
DFT (ωB97M-V/def2-TZVPD) results for one molecule with the formula C7H8N4 at a distorted geometry.

The SMILES is Nc1cc2cn[nH]c2cc1N. The value obtained for the LUMO energy is 0.746 eV. As for the energy above the lowest of the compared OMol25 structures with the same formula, charge and spin: 436.5 kJ/mol.

Geometry as XYZ:
```
19
C7H8N4 ωB97M-V/def2-TZVPD
C 1.1788 -0.8092 0.0553
C -0.0512 -1.4872 0.0472
C -1.3109 -0.8055 0.1167
C -2.7094 -1.0593 -0.0850
C -1.1256 0.6281 -0.0395
C 0.0431 1.3913 0.2132
C 1.1408 0.6409 0.2447
H 2.7981 -1.6100 0.9424
H 1.9463 -2.4118 -0.4038
H 0.0697 -2.5301 -0.2830
H -3.5608 -1.9106 0.2034
H -2.5985 2.0214 -0.3601
H -0.0341 2.5685 0.2342
H 3.2026 1.2605 -0.5904
H 2.1554 2.6693 -0.0640
N 2.4013 -1.3903 -0.1100
N -3.3860 0.1860 0.0676
N -2.5133 1.0813 -0.0984
N 2.3539 1.5668 -0.0906
```


(3)
DFT (ωB97M-V/def2-TZVPD) results for one molecule with the formula C8H8ClNO at a distorted geometry.

The SMILES is O=C(CCl)Nc1ccccc1. The value obtained for the LUMO energy is -0.007 eV. As for the energy above the lowest of the compared OMol25 structures with the same formula, charge and spin: 350.7 kJ/mol.

Geometry as XYZ:
```
19
C8H8ClNO ωB97M-V/def2-TZVPD
C -0.9978 -2.9177 0.9906
C -0.0310 -1.7558 1.1988
C -0.0577 0.3707 0.2655
C -0.2926 1.7929 0.5534
C 0.2281 2.7006 -0.3579
C 0.8491 2.3580 -1.5427
C 1.0563 0.9675 -1.7511
C 0.6045 0.0824 -0.8743
H -1.9211 -2.6347 1.4926
H -0.7810 -3.7463 1.1851
H -0.5246 -0.2821 2.2095
H -0.7663 2.1266 1.3723
H 0.0808 3.6966 -0.4216
H 1.2472 3.3475 -2.2970
H 1.4424 0.6623 -2.7627
H 0.7485 -1.0291 -1.1418
N -0.6072 -0.5717 1.2040
O 1.1714 -2.0226 1.4783
Cl -1.4492 -3.1450 -0.8008
```


(4)
DFT (ωB97M-V/def2-TZVPD) results for C4H10NO as an isolated structure at a distorted geometry.

The value obtained for the LUMO energy is 4.275 eV. As for the energy above the lowest of the compared OMol25 structures with the same formula, charge and spin: 334.4 kJ/mol. The charge is -1.

Geometry as XYZ:
```
16
C4H10NO ωB97M-V/def2-TZVPD
C -0.6849 -1.1938 0.0434
O 0.3034 -1.9841 0.1606
C -0.5810 0.3149 0.0521
C 0.7572 0.7151 -0.5324
C 1.8580 0.8711 0.4622
N -1.6146 1.2253 0.2092
H -2.1315 -0.5219 -2.2278
H -1.6698 -1.6669 -0.0542
H -0.4904 -0.3597 1.0636
H 0.9116 0.0738 -1.3948
H 0.4969 1.6456 -1.0562
H 1.5705 1.4173 1.3763
H 2.8128 1.3297 0.1654
H 2.1488 -0.0826 0.9191
H -1.5593 -0.4723 -2.7075
H -1.8897 1.2414 1.1828
```


(5)
DFT (ωB97M-V/def2-TZVPD) results for C42H32F3NOP2PdS as an isolated structure at a distorted geometry.

The value obtained for the LUMO energy (spin up / spin down) is -8.662 / -8.635 eV. As for the energy above the lowest of the compared OMol25 structures with the same formula, charge and spin: 361.5 kJ/mol. The charge is +2.

Geometry as XYZ:
```
83
C42H32F3NOP2PdS ωB97M-V/def2-TZVPD
Pd 0.2493 -0.4599 -0.3777
O 2.4859 -1.4059 2.6842
S 2.0609 -1.0753 1.3377
C 3.5528 -1.0189 0.3169
C 4.7108 -1.6240 0.7692
C 5.9001 -1.3944 0.0958
C 5.9410 -0.4983 -0.9621
C 4.7838 0.1282 -1.3955
C 3.5689 -0.1566 -0.7747
P 2.0299 0.6037 -1.3959
C 2.3021 2.3855 -1.3305
C 2.0148 3.0509 -0.1400
C 2.2947 4.3997 -0.0328
C 2.8469 5.0799 -1.1103
C 3.1202 4.4158 -2.2972
C 2.8417 3.0674 -2.4199
C 1.8824 0.2026 -3.1526
C 2.8198 -0.4801 -3.9206
C 2.5342 -0.7627 -5.2455
C 1.3335 -0.3525 -5.8078
C 0.3929 0.3210 -5.0382
C 0.6565 0.5817 -3.7085
C 1.2172 -2.5754 0.7228
C 1.8350 -3.6978 0.2058
C 1.0534 -4.7930 -0.1390
C -0.3238 -4.7622 0.0331
C -0.9505 -3.6336 0.5414
C -0.1771 -2.5262 0.8917
P -0.7881 -1.1510 1.9836
C -2.2145 -0.1725 1.4188
C -2.2555 0.4176 0.1443
C -3.1899 1.3975 -0.1373
C -4.0804 1.8184 0.8450
C -4.0430 1.2450 2.1074
C -3.1095 0.2693 2.4002
C -1.3763 -2.2101 3.3378
C -2.6643 -2.7495 3.2468
C -3.0803 -3.6584 4.1995
C -2.2462 -4.0037 5.2538
C -0.9574 -3.4932 5.3167
C -0.5131 -2.6032 4.3545
H 4.6704 -2.2470 1.6479
H 6.7998 -1.8884 0.4250
H 6.8798 -0.2704 -1.4426
H 4.8119 0.8680 -2.1835
H 1.5714 2.4966 0.6833
H 2.0849 4.9248 0.8857
H 3.0541 6.1351 -1.0232
H 3.5531 4.9554 -3.1256
H 3.0404 2.5488 -3.3468
H 3.7634 -0.7847 -3.4925
H 3.2489 -1.3066 -5.8428
H 1.1215 -0.5660 -6.8464
H -0.5426 0.6269 -5.4830
H -0.0740 1.0821 -3.0757
H 2.9075 -3.7290 0.0869
H 1.5251 -5.6852 -0.5160
H -0.9136 -5.6323 -0.2154
H -2.0208 -3.6189 0.6926
H -1.5626 0.0810 -0.6625
H -3.2221 1.8481 -1.1174
H -4.7845 2.6062 0.6301
H -4.7201 1.5804 2.8780
H -3.0670 -0.1491 3.3962
H -3.3282 -2.4736 2.4379
H -4.0670 -4.0934 4.1223
H -2.6006 -4.6661 6.0277
H -0.2975 -3.7764 6.1201
H 0.4946 -2.2110 4.3902
F -1.4875 -6.3107 -4.2592
C -0.8925 -5.2928 -4.8964
F 0.2570 -5.7507 -5.3925
F -1.6734 -4.9552 -5.9218
C -0.6776 -4.1287 -3.9466
C 0.5976 -3.7925 -3.5168
C 0.7323 -2.7418 -2.6264
N -0.3049 -2.0495 -2.1672
C -1.5250 -2.3737 -2.5852
C -1.7662 -3.4018 -3.4819
H 1.4590 -4.3380 -3.8649
H 1.7162 -2.4497 -2.2767
H -2.3541 -1.7991 -2.1902
H -2.7670 -3.6312 -3.8103
```